# 1
Below is one molecule with the formula CHN3O2 in a non-equilibrium geometry, with properties calculated with ωB97M-V/def2-TZVPD.

Output
Orbital gap = 10.52 eV
Net charge = 0
Highest occupied orbital energy = -0.3936 Eh
LUMO energy = -0.2 eV

```
7
Properties=species:S:1:pos:R:3:forces:R:3
O -1.34094 -0.65268 1.35178 0.19 0.13 -0.16
C -0.65753 -0.22037 0.47064 0.66 0.65 -0.88
N -1.05897 0.55039 -0.69534 -0.12 0.27 -0.89
N -0.11183 0.81995 -1.44003 -0.70 -0.32 0.77
O 1.09397 0.31144 -0.92167 -0.65 -0.15 1.01
N 0.68433 -0.28763 0.25434 1.26 -0.96 1.42
H 1.39097 -0.52111 0.98028 -0.64 0.38 -1.27
```
Forces are in eV/Å.

Results of the Mulliken charge analysis, in e, for atoms 1 through 2:
1 O -0.51
2 C 0.45

---

# 2
Below is one molecule with the formula CHN3O2 in a non-equilibrium geometry, with properties calculated with ωB97M-V/def2-TZVPD.

Output
Orbital gap = 11.68 eV
Net charge = 0
Highest occupied orbital energy = -0.4084 Eh
LUMO energy = 0.6 eV

```
7
Properties=species:S:1:pos:R:3:forces:R:3
O -1.82030 -0.45540 -0.71901 0.68 0.44 -0.35
C -0.70317 -0.07402 -0.49659 0.03 -0.25 0.64
N -0.02033 -0.24067 0.71798 -0.18 -0.22 0.06
N 1.21653 0.22587 0.66902 0.14 0.29 -0.55
N 1.45428 0.74039 -0.42418 -1.19 -0.26 -0.45
O 0.18965 0.58322 -1.26302 0.63 -0.06 0.74
H -0.31666 -0.77940 1.51579 -0.10 0.07 -0.09
```
Forces are in eV/Å.

Results of the Mulliken charge analysis, in e, for atoms 1 through 2:
1 O -0.52
2 C 0.52

---

# 3
Below is a 2-piece molecular cluster, CHN3O3S overall in a non-equilibrium geometry, with properties calculated with ωB97M-V/def2-TZVPD.

Output
Orbital gap (alpha / beta) = 8.13 / 8.12 eV
Net charge = 0
Highest occupied orbital energy (alpha / beta) = -0.3619 / -0.3731 Eh
LUMO energy (alpha / beta) = -1.7 / -2.0 eV

```
9
Properties=species:S:1:pos:R:3:forces:R:3
C -1.52512 1.18944 -1.03590 0.97 -2.92 0.26
N -2.13785 2.11290 -0.76466 -0.44 1.46 0.36
N -0.34549 -0.99000 -0.58499 -1.21 0.44 0.35
N 1.52312 0.07442 1.51113 1.16 -1.08 -1.96
O 0.55381 0.19630 2.13782 -1.18 0.32 0.85
O 2.66488 0.36013 1.61546 0.20 0.34 0.49
O -1.03339 0.04762 -1.45539 0.42 0.48 -1.02
S 1.23458 -1.20785 -0.62408 0.27 0.98 0.48
H -0.93454 -1.78295 -0.79939 -0.18 -0.02 0.19
```
Forces are in eV/Å.

Results of the Mulliken charge analysis, in e, for atoms 1 through 2:
1 C 0.48
2 N -0.36

---

# 4
Below is CHN3O4S as an isolated structure in a non-equilibrium geometry, with properties calculated with ωB97M-V/def2-TZVPD.

Output
Orbital gap (alpha / beta) = 7.95 / 8.17 eV
Net charge = 0
Highest occupied orbital energy (alpha / beta) = -0.3360 / -0.3556 Eh
LUMO energy (alpha / beta) = -1.2 / -1.5 eV

```
10
Properties=species:S:1:pos:R:3:forces:R:3
C 1.41241 -0.01149 -0.51515 -0.37 0.83 -1.45
N 1.11667 0.57858 -1.47013 0.26 -0.44 0.27
N 1.70963 -0.54287 0.62654 -3.86 1.17 1.70
N -1.58045 0.77864 -0.87238 -0.16 0.50 -0.59
O -1.13422 0.73036 1.09319 0.10 1.26 1.26
O -1.89876 1.66246 -1.57237 -0.13 1.01 -0.36
O 0.66711 -1.03967 1.55442 -0.42 0.65 -1.06
O -1.74973 -0.37850 -0.93639 -0.62 -1.57 -1.66
S -0.98017 -0.70542 1.21338 1.68 -1.24 1.53
H 2.43752 -1.07208 0.87891 3.52 -2.16 0.35
```
Forces are in eV/Å.

Results of the Mulliken charge analysis, in e, for atoms 1 through 2:
1 C 0.56
2 N -0.46

---

# 5
Below is CHN3OS as an isolated structure in a non-equilibrium geometry, with properties calculated with ωB97M-V/def2-TZVPD.

Output
Orbital gap = 8.83 eV
Net charge = 0
Highest occupied orbital energy = -0.3420 Eh
LUMO energy = -0.5 eV

```
7
Properties=species:S:1:pos:R:3:forces:R:3
C 0.03239 0.42045 0.62581 2.18 0.88 -0.57
H 0.87411 -1.63399 0.56567 -1.32 4.20 -3.55
N 0.51361 -0.59824 -0.15766 1.39 -5.92 3.43
N -0.22972 -0.75866 -1.37204 -0.52 3.29 2.79
N -0.97511 0.29953 -1.34115 0.75 -3.59 -2.41
O -0.84072 0.94880 -0.21944 -1.87 2.61 0.79
S 0.62543 1.32211 1.89882 -0.60 -1.47 -0.48
```
Forces are in eV/Å.

Results of the Mulliken charge analysis, in e, for atoms 1 through 2:
1 C 0.21
2 H 0.40

---

# 6
Below is a 2-piece molecular cluster, CHN4O overall in a non-equilibrium geometry, with properties calculated with ωB97M-V/def2-TZVPD.

Output
Orbital gap = 7.41 eV
Net charge = -1
Highest occupied orbital energy = -0.1021 Eh
LUMO energy = 4.6 eV

```
7
Properties=species:S:1:pos:R:3:forces:R:3
C -0.05511 -1.03507 -0.45388 -0.68 -1.37 0.37
N 1.17017 3.34366 -1.43233 0.98 2.07 -0.71
N 0.64055 2.59654 -0.75886 0.24 -0.71 0.10
N -0.10189 -1.66830 -1.40684 0.26 -0.17 -0.64
N 0.06834 1.60274 -0.41773 -1.47 -1.59 -0.14
O 0.01029 1.13597 0.82873 0.22 0.91 1.49
H -0.18760 -0.54656 0.51717 0.45 0.86 -0.48
```
Forces are in eV/Å.

Results of the Mulliken charge analysis, in e, for atoms 1 through 2:
1 C 0.14
2 N -0.66

---

# 7
Below is an isolated ion of composition CHN4O2 and charge -1 in a non-equilibrium geometry, with properties calculated with ωB97M-V/def2-TZVPD.

Output
Orbital gap = 8.41 eV
Net charge = -1
Highest occupied orbital energy = -0.1550 Eh
LUMO energy = 4.2 eV

```
8
Properties=species:S:1:pos:R:3:forces:R:3
H 3.31231 -0.11735 -0.08018 -1.01 1.32 -0.23
N 2.31754 -0.20679 0.19649 -0.33 -1.51 -0.09
N 1.45673 0.59197 -0.32212 6.16 1.51 0.50
N 0.29541 0.22969 -0.24503 -3.18 -1.49 -2.79
N -0.48972 0.00427 0.60332 -2.34 -0.26 2.53
C -1.99857 -0.18689 0.05973 -0.49 1.22 -0.70
O -2.45822 0.96731 0.05738 0.25 -0.97 0.21
O -2.43547 -1.28222 -0.26958 0.93 0.18 0.59
```
Forces are in eV/Å.

Results of the Mulliken charge analysis, in e, for atoms 1 through 2:
1 H 0.19
2 N -0.45

---

# 8
Below is an isolated ion of composition CHN4OS and charge -1 in a non-equilibrium geometry, with properties calculated with ωB97M-V/def2-TZVPD.

Output
Orbital gap (alpha / beta) = 6.10 / 6.10 eV
Net charge = -1
Highest occupied orbital energy (alpha / beta) = -0.1064 / -0.1064 Eh
LUMO energy (alpha / beta) = 3.2 / 3.2 eV

```
8
Properties=species:S:1:pos:R:3:forces:R:3
C -0.57519 -0.15191 -0.80471 -0.02 -0.07 -1.46
N -0.95641 0.69510 -3.22745 -0.51 -0.03 0.42
N 0.12904 0.76115 -1.29033 1.03 0.75 0.58
N 0.02033 1.22706 -2.55737 1.18 0.20 -0.15
N -1.78625 0.01390 -2.61414 0.92 0.33 2.48
O -0.44578 -0.48588 0.53216 -0.46 1.18 -0.22
S -3.10882 -0.80017 -2.94598 -1.56 -1.32 -0.80
H -0.03519 0.30308 0.99576 -0.58 -1.04 -0.85
```
Forces are in eV/Å.

Results of the Mulliken charge analysis, in e, for atoms 1 through 2:
1 C 0.22
2 N -0.04

---

# 9
Below is a 2-piece molecular cluster, CHN5O overall in a non-equilibrium geometry, with properties calculated with ωB97M-V/def2-TZVPD.

Output
Orbital gap = 6.91 eV
Net charge = -2
Highest occupied orbital energy = 0.0436 Eh
LUMO energy = 8.1 eV

```
8
Properties=species:S:1:pos:R:3:forces:R:3
C 0.08487 -0.66634 0.10172 3.46 1.01 0.77
N 2.89565 -1.97067 -3.68048 -0.14 -0.89 -1.00
N -1.01562 -0.59365 -0.16163 -3.50 -0.96 -0.80
N 1.82845 -1.05726 -1.85283 -1.49 0.41 1.06
N 2.27289 -1.56392 -2.77399 2.12 0.03 -1.42
N 1.35549 -0.30912 0.52197 -2.27 -0.79 1.39
O 0.99544 0.79127 1.34671 0.75 0.90 1.06
H 1.73382 0.02686 -0.32131 1.07 0.31 -1.06
```
Forces are in eV/Å.

Results of the Mulliken charge analysis, in e, for atoms 1 through 2:
1 C 0.59
2 N -0.75

---

# 10
Below is CHNO2 as an isolated structure in a non-equilibrium geometry, with properties calculated with ωB97M-V/def2-TZVPD.

Output
Orbital gap = 7.93 eV
Net charge = 0
Highest occupied orbital energy = -0.3097 Eh
LUMO energy = -0.5 eV

```
5
Properties=species:S:1:pos:R:3:forces:R:3
C -0.03008 0.61849 0.30876 1.42 -1.91 -1.34
N 0.47633 -0.91579 -0.71214 -1.97 0.71 1.44
O -0.44782 0.63097 1.39921 -0.29 -0.13 -0.10
O -0.36396 -1.74108 -0.65446 1.02 0.66 -0.09
H 0.36552 1.40740 -0.34138 -0.19 0.67 0.09
```
Forces are in eV/Å.

Results of the Mulliken charge analysis, in e, for atoms 1 through 2:
1 C 0.16
2 N 0.07

---

Number 1: energy -353.34718 hartree. Number 2: energy -353.39801 hartree. Number 3: energy -826.61934 hartree. Number 4: energy -901.82313 hartree. Number 5: energy -676.25563 hartree. Number 6: energy -332.85725 hartree. Number 7: energy -408.14829 hartree. Number 8: energy -731.03103 hartree. Number 9: energy -387.52524 hartree. Number 10: energy -243.80342 hartree.